1.
Formula: C33H69N13O26SSi
Source: OMol25
Level of theory: ωB97M-V with the def2-TZVPD basis set

Computed properties:
LUMO	-0.36	eV
HOMO-LUMO gap	8.44	eV
spin multiplicity	1
SMILES	CN(C)C(=O)C[C@@]1(CCO[Si](C)(C)C)[C@H](CN)C[C@@H](CCC(=O)Nc2ccccc2)OS1(=O)=O.C[N+](=O)[O-].C[N+](=O)[O-].C[N+](=O)[O-].C[N+](=O)[O-].C[N+](=O)[O-].C[N+](=O)[O-].C[N+](=O)[O-].C[N+](=O)[O-].C[N+](=O)[O-].C[N+](=O)[O-]

Last column: Löwdin charge in e.
Positions of all 143 atoms, in Å:
C 1.65 -0.27 2.57  -0.08
N 1.04 0.88 3.27  -0.16
C 0.79 0.44 4.67  -0.07
C 1.90 2.04 3.21  -0.39
O 3.01 1.97 3.70  0.11
C 1.47 3.39 2.61  -0.06
C 0.73 3.31 1.23  -0.35
C 1.44 2.44 0.16  -0.11
C 3.02 2.53 0.17  -0.24
O 3.55 2.56 -1.15  -0.20
Si 3.40 1.13 -2.05  0.45
C 2.22 1.24 -3.51  -0.16
C 2.94 -0.41 -1.06  -0.16
C 5.13 0.79 -2.77  -0.16
C -0.79 2.93 1.50  -0.22
C -1.21 1.47 1.13  -0.20
N -1.80 1.33 -0.23  0.05
C -1.83 3.89 0.83  -0.13
C -1.42 4.35 -0.58  -0.31
C -2.62 5.06 -1.27  -0.11
C -3.11 4.35 -2.56  -0.09
C -3.97 3.08 -2.27  -0.41
O -4.56 3.01 -1.21  0.08
N -4.02 2.05 -3.28  0.12
C -3.76 0.73 -2.74  -0.25
C -4.70 0.09 -1.89  -0.03
C -4.45 -1.17 -1.33  -0.08
C -3.23 -1.84 -1.61  -0.08
C -2.33 -1.21 -2.48  -0.11
C -2.56 0.05 -3.05  -0.05
O -0.29 5.26 -0.59  -0.18
S 0.73 5.07 0.64  0.70
O 2.03 5.49 0.18  -0.26
O 0.35 5.86 1.79  -0.28
H 1.51 -0.24 1.47  0.05
H 1.17 -1.21 2.92  0.10
H 2.74 -0.36 2.77  0.10
H -0.18 -0.09 4.66  0.06
H 0.74 1.26 5.40  0.10
H 1.54 -0.34 4.94  0.08
H 0.84 3.92 3.35  0.13
H 2.39 3.99 2.52  0.13
H 1.21 1.36 0.22  0.08
H 1.12 2.80 -0.84  0.12
H 3.40 1.67 0.78  0.11
H 3.38 3.43 0.69  0.11
H 2.46 2.04 -4.24  0.04
H 1.15 1.27 -3.21  0.01
H 2.32 0.28 -4.08  0.04
H 1.86 -0.58 -0.93  0.04
H 3.34 -1.27 -1.62  0.01
H 3.49 -0.42 -0.09  0.04
H 5.16 -0.11 -3.40  0.03
H 5.81 0.71 -1.89  0.01
H 5.44 1.71 -3.30  0.04
H -0.95 3.04 2.59  0.13
H -2.00 1.19 1.85  0.12
H -0.42 0.72 1.24  0.08
H -1.01 1.23 -0.87  0.06
H -2.36 0.48 -0.23  0.06
H -1.92 4.76 1.51  0.13
H -2.82 3.42 0.82  0.09
H -1.15 3.49 -1.22  0.13
H -2.24 6.05 -1.61  0.13
H -3.48 5.21 -0.60  0.12
H -3.78 5.03 -3.13  0.13
H -2.25 4.13 -3.22  0.12
H -3.19 2.24 -3.85  0.11
H -5.64 0.60 -1.65  0.10
H -5.18 -1.66 -0.67  0.08
H -3.00 -2.82 -1.17  0.10
H -1.37 -1.71 -2.71  0.10
H -1.85 0.56 -3.71  0.11
C -7.07 1.28 1.11  0.06
N -7.20 -0.15 1.50  -0.42
O -6.79 -0.99 0.71  0.03
O -7.69 -0.39 2.58  0.08
H -6.61 1.33 0.12  0.07
H -8.07 1.71 1.10  0.11
H -6.43 1.76 1.85  0.06
C -4.47 3.52 4.88  0.06
N -4.96 3.11 3.53  -0.42
O -6.16 3.03 3.35  0.06
O -4.14 2.87 2.68  0.07
H -5.33 3.69 5.52  0.10
H -3.86 2.70 5.26  0.10
H -3.89 4.42 4.75  0.11
C -0.16 -3.57 7.15  0.03
N -0.19 -2.16 6.69  -0.43
O 0.42 -1.34 7.35  0.07
O -0.84 -1.92 5.69  0.04
H 0.44 -3.63 8.05  0.10
H -1.18 -3.88 7.35  0.10
H 0.27 -4.17 6.35  0.07
C 3.94 -4.10 -3.80  0.06
N 3.13 -3.75 -2.60  -0.44
O 2.32 -2.85 -2.71  0.02
O 3.33 -4.39 -1.60  0.08
H 3.65 -3.44 -4.62  0.10
H 4.99 -3.95 -3.54  0.10
H 3.74 -5.14 -4.04  0.10
C 8.63 1.95 0.03  0.05
N 8.65 0.62 -0.63  -0.44
O 7.96 0.47 -1.62  0.05
O 9.37 -0.23 -0.14  0.05
H 7.96 2.60 -0.52  0.10
H 8.28 1.81 1.05  0.10
H 9.65 2.34 0.01  0.06
C 0.26 -8.44 6.30  0.05
N 0.13 -6.96 6.40  -0.43
O -0.32 -6.50 7.43  0.06
O 0.47 -6.31 5.43  0.07
H -0.08 -8.88 7.23  0.10
H -0.35 -8.77 5.47  0.10
H 1.31 -8.66 6.13  0.10
C 13.05 1.57 -1.31  0.05
N 11.80 2.37 -1.42  -0.44
O 11.57 3.19 -0.55  0.05
O 11.10 2.16 -2.39  0.08
H 13.57 1.86 -0.40  0.10
H 12.75 0.52 -1.26  0.10
H 13.65 1.77 -2.19  0.10
C -8.27 -2.36 -2.07  0.05
N -7.75 -3.26 -3.14  -0.44
O -6.58 -3.58 -3.06  0.05
O -8.53 -3.61 -4.00  0.07
H -7.46 -2.13 -1.39  0.06
H -8.63 -1.45 -2.56  0.10
H -9.08 -2.87 -1.57  0.10
C -4.84 -2.51 -5.62  0.04
N -3.47 -2.19 -6.10  -0.45
O -3.37 -1.42 -7.04  0.06
O -2.54 -2.72 -5.52  0.04
H -5.56 -1.97 -6.22  0.10
H -4.98 -3.58 -5.72  0.10
H -4.90 -2.20 -4.58  0.08
C -0.08 -5.05 -2.78  0.05
N 0.31 -6.46 -3.06  -0.44
O -0.21 -7.33 -2.40  0.07
O 1.13 -6.63 -3.94  0.05
H -0.81 -5.05 -1.98  0.10
H 0.82 -4.52 -2.48  0.06
H -0.50 -4.64 -3.69  0.10

2.
Formula: C33H70F9O23SV2
Source: OMol25
Level of theory: ωB97M-V with the def2-TZVPD basis set

Computed properties:
LUMO	-6.27	eV
HOMO-LUMO gap	4.30	eV
spin multiplicity	1
total charge	+1

Last column: Löwdin charge in e.
Positions of all 138 atoms, in Å:
O 1.89 -27.13 -2.34  -0.21
V 2.47 -27.00 -0.88  1.24
O 1.36 -27.69 0.11  -0.23
O -0.74 -20.24 -5.18  -0.24
V -1.92 -20.19 -4.05  1.25
O -3.06 -21.18 -4.51  -0.20
C -0.53 -22.48 1.51  -0.69
F 0.32 -21.47 1.62  0.12
F -0.26 -23.44 2.39  0.13
F -1.72 -21.95 1.71  0.15
S -0.38 -23.21 -0.26  0.50
O -1.48 -24.12 -0.21  -0.34
O -0.71 -22.09 -1.20  -0.38
O 0.92 -23.92 -0.33  -0.38
C 0.52 -17.50 -2.35  -0.07
O -0.83 -17.92 -2.23  -0.23
C -1.37 -17.46 -1.01  -0.21
C -2.88 -17.71 -0.91  -0.15
O -3.10 -19.12 -1.28  -0.24
C -4.43 -19.61 -0.97  -0.06
H 1.00 -17.95 -1.48  0.10
H 0.55 -16.41 -2.31  0.09
H 0.99 -17.78 -3.29  0.09
H -1.22 -16.38 -0.95  0.13
H -0.88 -17.91 -0.15  0.14
H -3.42 -16.99 -1.54  0.13
H -3.17 -17.51 0.12  0.13
H -4.53 -20.53 -1.55  0.09
H -5.23 -18.97 -1.33  0.09
H -4.51 -19.74 0.11  0.10
C 7.96 -19.47 -0.60  -0.11
O 7.09 -20.04 0.36  -0.18
C 6.05 -19.13 0.59  -0.21
C 5.15 -19.55 1.83  -0.17
O 5.80 -19.54 3.10  -0.20
C 6.75 -20.53 3.45  -0.10
H 8.82 -20.13 -0.72  0.09
H 8.36 -18.52 -0.23  0.09
H 7.55 -19.31 -1.59  0.09
H 5.34 -18.97 -0.23  0.12
H 6.44 -18.14 0.81  0.12
H 4.66 -20.51 1.67  0.11
H 4.34 -18.85 1.99  0.12
H 7.54 -20.66 2.71  0.08
H 6.31 -21.52 3.58  0.08
H 7.13 -20.22 4.42  0.09
C -6.16 -26.34 0.45  -0.10
O -5.74 -27.67 0.59  -0.22
C -4.40 -27.90 1.00  -0.19
C -4.26 -29.22 1.77  -0.20
O -5.06 -29.43 2.92  -0.19
C -6.49 -29.32 2.85  -0.08
H -6.21 -25.96 1.47  0.08
H -7.17 -26.22 0.07  0.09
H -5.54 -25.75 -0.23  0.09
H -4.16 -27.13 1.73  0.11
H -3.73 -27.79 0.14  0.13
H -3.25 -29.22 2.18  0.12
H -4.32 -30.02 1.04  0.12
H -6.74 -28.27 2.74  0.08
H -6.92 -29.79 3.74  0.09
H -6.81 -29.86 1.96  0.09
C 0.40 -28.10 6.25  -0.07
O 1.14 -28.08 7.52  -0.17
C 0.71 -27.12 8.46  -0.27
C 0.92 -27.50 9.88  -0.15
O 0.44 -28.84 10.31  -0.17
C -0.82 -29.24 9.92  -0.14
H 1.05 -28.52 5.49  0.08
H 0.17 -27.10 5.91  0.07
H -0.55 -28.64 6.23  0.08
H -0.35 -26.84 8.38  0.11
H 1.19 -26.18 8.21  0.13
H 0.62 -26.73 10.59  0.13
H 2.00 -27.39 9.91  0.12
H -0.96 -29.25 8.84  0.08
H -1.50 -28.50 10.36  0.09
H -1.16 -30.19 10.33  0.09
C 4.13 -21.46 -4.86  -0.10
O 3.40 -20.80 -5.89  -0.19
C 4.14 -19.82 -6.51  -0.23
C 3.44 -18.81 -7.51  -0.14
O 3.14 -19.53 -8.75  -0.20
C 1.88 -20.24 -8.96  -0.07
H 4.49 -20.81 -4.07  0.08
H 5.06 -21.84 -5.29  0.08
H 3.52 -22.26 -4.46  0.09
H 4.91 -20.35 -7.06  0.12
H 4.58 -19.25 -5.70  0.11
H 4.22 -18.09 -7.75  0.12
H 2.68 -18.19 -7.05  0.11
H 1.63 -20.56 -9.98  0.08
H 1.05 -19.65 -8.56  0.08
H 1.96 -21.21 -8.48  0.07
C 4.40 -25.30 2.05  -0.09
O 4.80 -25.66 0.74  -0.22
C 5.90 -24.88 0.19  -0.17
C 6.43 -25.41 -1.15  -0.20
O 5.34 -25.87 -1.96  -0.21
C 5.83 -26.70 -3.06  -0.07
H 5.23 -25.37 2.75  0.09
H 3.62 -25.95 2.46  0.09
H 4.07 -24.27 2.14  0.10
H 6.78 -24.84 0.84  0.13
H 5.63 -23.84 -0.02  0.13
H 7.07 -26.20 -0.75  0.13
H 7.05 -24.63 -1.59  0.14
H 6.41 -27.55 -2.71  0.09
H 6.43 -26.12 -3.76  0.09
H 4.99 -27.08 -3.65  0.08
C -4.90 -25.48 6.23  -0.04
C -4.15 -24.45 5.33  -0.25
O -4.34 -23.19 5.85  -0.01
C -5.00 -22.19 5.11  -0.23
O -5.64 -22.48 4.07  0.11
C -5.03 -20.76 5.72  -0.53
F -6.30 -20.29 5.72  0.15
F -4.53 -20.65 6.95  0.18
F -4.32 -19.91 4.96  0.15
H -4.43 -25.50 7.21  0.07
H -4.83 -26.48 5.81  0.07
H -5.95 -25.20 6.27  0.08
H -4.46 -24.62 4.29  0.12
H -3.08 -24.62 5.43  0.12
C 5.74 -15.88 5.71  -0.04
C 4.34 -15.19 5.88  -0.16
O 3.32 -16.15 5.48  -0.01
C 2.94 -17.16 6.32  -0.31
O 3.38 -17.28 7.47  0.12
C 1.96 -18.19 5.74  -0.62
F 0.99 -18.35 6.61  0.19
F 1.47 -17.77 4.58  0.18
F 2.58 -19.34 5.63  0.20
H 6.43 -15.16 6.14  0.07
H 6.03 -16.05 4.68  0.07
H 5.82 -16.80 6.29  0.07
H 4.17 -14.32 5.25  0.12
H 4.16 -14.89 6.91  0.12

3.
Formula: C33H70HgN7O4P3
Source: OMol25
Level of theory: ωB97M-V with the def2-TZVPD basis set

Computed properties:
LUMO (alpha / beta)	-1.04 / 1.83	eV
energy above the lowest of the compared OMol25 structures with the same formula, charge and spin	840.6	kcal per mole
HOMO-LUMO gap (alpha / beta)	0.35 / 4.07	eV
spin multiplicity	2
total charge	-1

Last column: Löwdin charge in e.
Positions of all 118 atoms, in Å:
Hg 0.01 -0.11 -0.03  0.98
C -3.63 1.82 -0.55  -0.23
N -3.62 0.06 -0.51  -0.24
C -4.74 -0.57 -1.27  0.01
P -2.89 -0.72 0.90  0.74
O -1.51 -0.18 1.35  -0.38
O -2.76 -2.31 0.49  -0.29
P -1.33 -2.95 -0.04  0.55
O -0.58 -1.94 -0.85  -0.37
N -1.75 -4.28 -0.93  -0.28
C -2.16 -4.01 -2.31  -0.12
C -2.63 -5.25 -0.32  -0.12
N -0.59 -3.66 1.27  -0.27
C 0.86 -3.47 1.43  -0.16
C -1.23 -3.51 2.57  -0.13
N -4.04 -0.71 2.09  -0.25
C -4.20 0.45 2.94  -0.10
C -5.33 -1.34 1.85  -0.10
H -3.66 2.26 -1.63  0.00
H -2.73 2.24 -0.10  0.07
H -4.49 2.21 0.02  0.11
H -4.75 -0.26 -2.30  0.05
H -5.70 -0.32 -0.83  0.10
H -4.62 -1.65 -1.28  0.10
H -1.41 -3.40 -2.82  0.08
H -3.12 -3.47 -2.35  0.07
H -2.26 -4.93 -2.88  0.08
H -2.25 -5.57 0.65  0.08
H -2.71 -6.15 -0.94  0.08
H -3.64 -4.85 -0.17  0.08
H 1.38 -3.72 0.50  0.08
H 1.25 -4.14 2.21  0.07
H 1.11 -2.41 1.69  -0.04
H -2.29 -3.78 2.51  0.06
H -1.16 -2.48 2.95  0.08
H -0.78 -4.18 3.30  0.08
H -3.26 0.81 3.26  0.00
H -4.77 0.19 3.83  0.10
H -4.72 1.26 2.41  0.10
H -5.22 -2.26 1.27  0.08
H -6.02 -0.68 1.32  0.08
H -5.80 -1.62 2.80  0.09
O 1.17 -1.02 1.20  -0.73
N 2.47 0.04 -2.27  0.03
C 1.60 0.01 -1.47  -0.30
C -3.77 1.35 -2.47  -0.29
C -2.69 0.55 -1.37  -0.44
N -1.32 0.99 -1.52  -0.13
C -0.93 0.73 -2.92  -0.13
C -1.82 1.48 -3.97  -0.11
N -2.89 2.30 -3.28  -0.06
C -2.16 3.30 -2.36  -0.10
C -1.24 2.49 -1.33  -0.16
H -4.56 1.95 -2.00  0.08
H -4.23 0.65 -3.20  0.06
H -2.72 -0.65 -1.58  0.15
H -3.09 0.74 -0.12  -0.07
H -0.96 -0.34 -3.11  0.12
H 0.11 1.03 -3.06  0.10
H -2.35 0.78 -4.63  0.09
H -1.23 2.18 -4.56  0.11
H -3.49 2.80 -3.98  0.02
H -2.93 3.89 -1.86  0.10
H -1.56 3.93 -3.02  0.11
H -1.51 2.75 -0.33  0.04
H -0.20 2.80 -1.45  0.09
C 0.82 6.88 0.93  -0.22
C -0.42 6.24 1.59  -0.19
C -0.57 4.73 1.27  -0.22
C 0.81 4.08 1.13  -0.43
C 1.46 4.71 -0.13  -0.20
C 1.08 6.18 -0.39  -0.20
P 0.77 2.19 1.01  1.07
C 2.58 1.81 0.63  -0.41
C 2.96 1.84 -0.89  -0.31
C 4.37 1.25 -1.08  -0.22
C 5.40 1.70 -0.01  -0.21
C 4.91 2.92 0.75  -0.23
C 3.60 2.61 1.49  -0.22
C 0.20 1.66 2.73  -0.39
C -1.38 1.57 2.95  -0.23
C -1.60 1.36 4.47  -0.21
C -1.12 2.58 5.29  -0.20
C 0.07 3.32 4.67  -0.21
C 0.95 2.36 3.90  -0.20
H 1.71 6.73 1.55  0.11
H 0.66 7.96 0.83  0.10
H -1.34 6.73 1.25  0.11
H -0.32 6.41 2.67  0.10
H -1.09 4.59 0.32  0.09
H -1.22 4.32 2.04  0.08
H 1.37 4.38 2.03  0.09
H 1.17 4.17 -1.04  0.09
H 2.55 4.64 0.00  0.09
H 0.15 6.24 -0.98  0.11
H 1.87 6.67 -0.98  0.11
H 2.69 0.75 0.89  0.08
H 2.99 2.89 -1.25  0.07
H 2.14 1.20 -1.60  -0.04
H 4.70 1.53 -2.08  0.10
H 4.33 0.15 -1.04  0.09
H 6.37 1.87 -0.49  0.09
H 5.53 0.90 0.74  0.11
H 4.75 3.73 0.02  0.10
H 5.66 3.28 1.47  0.10
H 3.23 3.58 1.83  0.07
H 3.80 2.02 2.39  0.11
H 0.58 0.62 2.77  0.07
H -1.87 0.68 2.28  0.01
H -1.92 2.49 2.66  0.09
H -1.02 0.47 4.75  0.12
H -2.64 1.17 4.73  0.08
H -0.86 2.20 6.29  0.10
H -1.92 3.32 5.40  0.10
H 0.62 3.85 5.46  0.11
H -0.28 4.09 3.97  0.09
H 1.25 1.60 4.64  0.12
H 1.88 2.83 3.54  0.08